Entry 1:
ORCA calculation (ωB97M-V with the def2-TZVPD basis set) on a cluster of 8 separate species, C23H60N2O15 in total.

The LUMO energy comes out at -0.00476 Eh. The HOMO-LUMO gap comes out at 0.33927 Ha. The total energy comes out at -2149.9217 Eh. The SMILES is C[N+](=O)[O-].C[N+](=O)[O-].COCCOC.COCCOC.COCCOC.COCCOC.COCCOC.CO. As for the spin multiplicity: 1.

Structure (XYZ):
```
100
Properties=species:S:1:pos:R:3:forces:R:3
C -4.387 -15.535 12.771 -0.458 1.419 -0.850
O -3.736 -15.273 11.490 -0.307 -0.021 1.590
H -5.419 -15.811 12.566 0.101 0.299 -0.107
H -4.023 -16.389 13.287 1.031 -0.731 0.472
H -4.404 -14.648 13.463 0.205 -0.720 -0.705
H -2.839 -14.906 11.670 -0.672 -0.495 -0.244
C -6.392 -11.081 11.915 -0.217 -1.221 -1.226
N -6.000 -10.932 13.300 0.555 -0.461 1.567
O -5.449 -11.888 13.865 -0.693 1.251 -0.786
O -6.225 -9.850 13.804 0.204 -0.348 0.153
H -6.672 -12.118 11.721 0.420 0.060 0.128
H -5.548 -10.790 11.300 0.126 -0.039 -0.041
H -7.242 -10.482 11.674 -0.342 0.701 0.207
C -4.360 -15.143 8.244 -1.349 -1.823 0.742
N -4.080 -15.960 7.049 -1.181 0.214 -1.415
O -3.164 -16.715 7.182 1.287 -1.102 -0.204
O -4.776 -15.911 6.026 0.400 0.448 1.304
H -4.575 -14.145 7.967 0.308 1.055 -0.214
H -3.522 -15.404 8.903 -0.541 0.856 0.028
H -5.326 -15.573 8.658 1.225 0.447 -0.213
C -2.086 -13.910 15.844 -0.464 0.670 -0.457
O -1.777 -14.339 14.515 -0.422 1.058 -0.132
C -1.651 -13.253 13.573 0.004 -0.020 -0.051
C -0.616 -13.688 12.476 -0.180 1.435 2.684
O -1.199 -14.439 11.429 1.748 0.368 0.567
C -0.126 -14.927 10.643 0.797 -1.775 0.039
H -2.141 -14.785 16.468 0.324 -0.121 0.262
H -3.039 -13.362 15.975 -0.006 -0.357 -0.614
H -1.349 -13.187 16.182 0.504 -0.154 0.237
H -1.329 -12.290 14.099 0.058 -1.319 -0.567
H -2.628 -12.966 13.100 0.498 -0.518 0.337
H 0.161 -14.286 13.061 -0.754 0.660 -1.056
H -0.195 -12.683 12.177 -0.022 -1.241 -0.517
H -0.508 -15.532 9.864 -0.921 -0.226 -1.077
H 0.595 -15.685 11.089 -0.929 1.130 0.624
H 0.482 -14.156 10.212 0.166 0.789 -0.132
C -8.638 -20.612 10.225 1.724 0.961 -2.364
O -8.584 -19.165 9.920 0.642 -1.602 0.510
C -7.468 -18.899 9.080 0.799 -0.511 0.483
C -7.347 -17.472 8.706 -1.130 1.319 1.045
O -6.669 -16.682 9.679 0.542 0.400 -0.245
C -7.320 -16.468 10.930 -0.735 -0.659 -1.418
H -9.508 -20.813 10.755 -1.665 -0.079 0.907
H -7.778 -21.005 10.808 -0.211 0.617 -0.381
H -8.673 -21.144 9.228 0.048 0.312 1.085
H -7.519 -19.467 8.165 -0.291 -0.570 -0.491
H -6.484 -19.149 9.535 -0.541 -0.283 0.190
H -8.345 -17.028 8.617 -0.198 -0.147 -0.383
H -6.834 -17.363 7.757 0.308 0.080 -0.031
H -7.274 -17.393 11.466 -0.092 -0.562 0.772
H -8.397 -16.233 10.778 0.590 0.184 0.144
H -6.766 -15.709 11.451 -0.145 0.415 -0.041
C -3.300 -18.909 9.273 -0.616 1.114 -0.325
O -3.494 -19.908 10.203 -0.007 -1.053 0.562
C -3.676 -19.375 11.475 0.168 2.513 -0.173
C -3.700 -20.459 12.489 -0.760 0.945 -0.648
O -2.454 -21.011 12.658 1.132 0.024 -0.295
C -2.544 -22.115 13.500 1.501 0.899 1.805
H -2.725 -19.302 8.460 0.320 -0.124 -0.535
H -2.775 -18.067 9.752 -0.038 -0.019 -0.457
H -4.280 -18.548 8.887 0.499 0.048 0.131
H -4.568 -18.660 11.474 0.412 -1.199 0.291
H -2.857 -18.642 11.687 -0.081 -0.561 0.055
H -4.315 -21.205 12.008 -1.020 -0.524 0.568
H -4.058 -20.009 13.427 -0.403 -0.517 0.058
H -1.496 -22.462 13.658 -0.876 0.024 -0.030
H -3.153 -22.896 13.104 -0.553 -0.668 -0.337
H -2.956 -21.741 14.484 0.275 -0.768 -0.616
C 0.974 -20.603 16.673 0.968 -1.405 -0.383
O 0.689 -19.306 17.063 1.026 1.373 -0.131
C 1.730 -18.348 16.601 -0.434 -1.223 0.817
C 1.156 -17.206 15.874 1.758 -0.410 -1.943
O 0.705 -17.721 14.644 -1.771 0.115 -0.720
C -0.742 -17.765 14.589 0.764 -0.007 -0.056
H 1.960 -21.024 17.018 -0.661 0.655 -0.101
H 0.931 -20.693 15.607 0.442 0.144 -1.044
H 0.230 -21.340 16.943 -0.564 0.266 0.911
H 2.414 -18.845 15.868 -0.316 0.172 0.998
H 2.211 -17.916 17.477 0.506 -0.573 0.255
H 2.008 -16.522 15.662 -0.386 -0.193 0.096
H 0.433 -16.657 16.377 -1.554 0.878 1.139
H -1.086 -18.441 13.824 0.303 -0.475 -0.386
H -1.152 -16.804 14.357 -0.121 0.925 -0.189
H -1.180 -18.070 15.525 0.145 -0.341 0.417
C -5.084 -15.952 17.276 0.086 -1.822 0.592
O -3.968 -16.395 18.011 1.269 -0.195 -0.256
C -3.086 -17.194 17.203 -1.842 1.049 -1.327
C -2.101 -17.908 18.015 0.620 -0.056 1.570
O -1.099 -16.979 18.449 -0.533 -0.359 -0.415
C -0.203 -17.482 19.428 0.414 2.507 -0.166
H -5.825 -15.844 18.026 -1.021 0.563 0.558
H -5.441 -16.792 16.638 0.154 0.778 -0.195
H -4.906 -15.028 16.780 0.110 0.681 -0.842
H -2.592 -16.593 16.404 -0.257 -0.248 0.536
H -3.801 -17.857 16.672 0.813 -0.389 0.065
H -1.695 -18.775 17.477 0.221 0.235 0.125
H -2.610 -18.246 18.919 -0.155 -0.416 0.044
H 0.609 -16.718 19.379 -0.287 -0.671 0.367
H 0.191 -18.396 19.093 0.464 -1.472 0.000
H -0.577 -17.474 20.468 -0.264 -0.268 -0.505
```
Forces are in eV/Å.

Entry 2:
ORCA calculation (ωB97M-V with the def2-TZVPD basis set) on a structure of composition C23H62FNO13P4SSi2.

The LUMO energy comes out at -0.05091 Eh. The HOMO-LUMO gap comes out at 0.22993 Ha. The total energy comes out at -4389.1385 Eh. As for the spin multiplicity: 1.

Structure (XYZ):
```
107
Properties=species:S:1:pos:R:3:forces:R:3
C -1.258 -3.109 -0.950 0.276 -0.138 -0.053
C -1.207 -4.171 -2.061 -0.094 -0.475 0.123
S -1.721 -5.778 -1.334 -0.223 -0.059 0.022
C -2.836 -6.618 -2.514 -0.274 0.542 -0.323
Si -4.608 -6.066 -2.211 -0.059 -0.070 0.242
N -4.963 -6.431 -0.543 0.010 0.026 -0.616
O -5.631 -6.999 -3.173 0.339 -0.342 0.815
Si -5.839 -8.529 -2.565 -0.219 0.079 0.116
F -6.451 -9.478 -3.693 0.028 0.123 -0.143
P -4.690 -3.903 -2.703 1.140 0.259 -0.973
C -6.043 -3.498 -3.892 -0.181 0.461 0.749
C -4.859 -2.864 -1.187 -0.912 -0.171 -0.207
H -1.633 -3.527 -0.015 0.005 -0.063 -0.047
H -0.252 -2.745 -0.737 -0.117 0.265 -0.054
H -1.919 -2.284 -1.214 0.162 0.074 -0.078
H -0.202 -4.345 -2.445 0.071 0.208 0.111
H -1.837 -3.916 -2.909 -0.165 -0.088 0.123
H -2.600 -6.382 -3.556 0.302 -0.024 0.089
H -2.687 -7.687 -2.373 -0.028 -0.002 0.040
H -5.927 -6.266 -0.283 0.050 0.066 0.226
H -4.329 -5.934 0.072 -0.057 -0.198 0.240
H -6.783 -8.523 -1.443 -0.211 0.025 -0.079
H -4.570 -9.116 -2.113 0.081 -0.022 -0.199
H -7.012 -3.406 -3.397 -0.082 -0.227 -0.171
H -6.077 -4.225 -4.700 -0.004 -0.081 0.090
H -5.808 -2.517 -4.309 0.013 -0.090 -0.115
H -4.445 -1.871 -1.357 0.102 -0.082 -0.093
H -5.920 -2.743 -0.947 0.088 -0.002 0.282
H -4.337 -3.324 -0.349 -0.003 -0.036 -0.045
O 1.100 0.792 -1.780 2.342 1.709 1.095
P 0.950 1.830 -2.824 -4.717 -2.015 -3.796
O -0.532 2.453 -2.644 0.687 0.225 0.107
C -0.808 3.261 -1.496 -0.043 0.222 0.258
C -0.131 4.618 -1.560 0.147 -0.056 -0.070
O 0.722 0.939 -4.172 0.470 0.231 0.103
C 1.001 -0.460 -4.180 -0.201 -0.235 0.077
C -0.243 -1.270 -3.876 -0.206 -0.031 -0.152
O 1.540 3.067 -3.711 1.519 -0.132 2.414
C 2.971 3.273 -3.715 0.322 -0.016 -0.116
C 3.724 2.096 -4.306 -0.135 -0.189 0.004
H -0.510 2.724 -0.590 -0.016 -0.046 -0.040
H -1.889 3.390 -1.462 -0.008 -0.116 -0.122
H 0.955 4.519 -1.489 -0.023 0.049 0.065
H -0.464 5.252 -0.738 -0.002 -0.031 0.018
H -0.349 5.115 -2.504 -0.068 -0.002 0.009
H 1.806 -0.697 -3.484 -0.076 0.058 0.118
H 1.365 -0.706 -5.180 -0.030 0.157 -0.042
H -0.782 -0.883 -3.012 0.206 0.026 0.125
H 0.016 -2.313 -3.687 0.008 0.000 -0.024
H -0.935 -1.238 -4.719 0.028 -0.012 -0.020
H 3.310 3.472 -2.695 -0.010 0.055 -0.022
H 3.154 4.170 -4.304 -0.201 0.021 -0.007
H 3.631 1.206 -3.677 0.027 0.044 0.022
H 4.785 2.331 -4.398 -0.010 0.045 0.023
H 3.329 1.841 -5.289 0.017 0.066 -0.032
O 0.960 7.610 1.843 1.056 -3.025 2.874
P 0.318 8.394 2.949 -2.628 6.841 -5.735
O -1.157 8.570 2.234 -0.183 -0.577 0.490
C -2.071 7.478 2.253 -0.070 -0.066 0.006
C -2.654 7.229 3.633 0.110 0.015 0.067
O 0.992 9.849 2.558 0.799 -0.174 0.719
C 2.227 9.929 1.845 -0.030 -0.007 -0.316
C 1.995 10.059 0.352 -0.080 0.147 -0.131
O -0.316 9.210 4.259 1.119 -3.272 1.970
C 0.311 9.034 5.550 0.181 0.195 0.151
C 1.747 9.523 5.572 0.059 0.008 -0.152
H -1.576 6.576 1.876 -0.014 0.008 -0.040
H -2.870 7.731 1.556 0.064 0.085 -0.041
H -1.888 6.872 4.328 -0.032 -0.048 0.002
H -3.442 6.476 3.587 0.017 -0.015 -0.025
H -3.064 8.149 4.049 -0.037 0.007 -0.043
H 2.861 9.073 2.073 -0.083 -0.083 -0.067
H 2.747 10.816 2.214 -0.114 0.028 0.092
H 1.267 9.332 -0.006 0.093 -0.144 0.096
H 2.928 9.920 -0.196 0.004 0.012 0.008
H 1.602 11.048 0.112 0.019 0.011 0.024
H 0.261 7.979 5.834 -0.071 0.035 0.084
H -0.288 9.595 6.265 -0.118 0.031 -0.135
H 2.388 8.910 4.931 0.001 -0.013 0.038
H 2.148 9.480 6.585 -0.033 -0.034 0.012
H 1.810 10.547 5.207 -0.035 0.013 0.033
O 1.503 -4.518 2.445 1.152 2.318 1.746
P 2.908 -4.869 2.143 -0.303 -5.209 -3.754
O 3.085 -4.705 0.541 0.280 0.359 0.608
C 3.059 -3.393 -0.028 -0.019 0.297 -0.106
C 4.307 -2.590 0.295 0.040 -0.055 0.153
O 2.895 -6.497 2.263 0.228 0.340 0.443
C 1.795 -7.173 2.874 -0.275 -0.129 -0.166
C 0.778 -7.595 1.835 -0.055 -0.149 -0.181
O 4.504 -4.830 2.488 -1.207 2.244 1.262
C 4.896 -4.427 3.819 0.096 -0.043 0.318
C 4.382 -5.374 4.887 -0.176 -0.122 -0.079
H 2.163 -2.863 0.309 -0.010 -0.048 -0.004
H 2.977 -3.527 -1.107 -0.031 -0.151 0.030
H 4.358 -2.352 1.360 -0.009 0.054 -0.035
H 4.311 -1.651 -0.260 -0.061 -0.013 -0.014
H 5.204 -3.156 0.045 -0.012 -0.006 -0.056
H 1.339 -6.552 3.644 -0.022 0.120 -0.104
H 2.200 -8.054 3.378 0.173 0.046 -0.075
H 0.548 -6.783 1.146 -0.053 0.123 0.151
H -0.148 -7.924 2.310 0.006 0.000 0.005
H 1.162 -8.420 1.232 0.027 -0.008 0.032
H 4.541 -3.409 4.007 0.054 0.007 -0.017
H 5.984 -4.403 3.830 -0.010 -0.037 -0.196
H 3.291 -5.341 4.958 0.028 0.047 0.013
H 4.789 -5.105 5.862 0.023 0.041 -0.023
H 4.661 -6.401 4.656 0.074 0.012 0.001
```
Forces are in eV/Å.